Entry from the Open Molecules 2025 dataset: C23H31N3O3 in the gas phase (ωB97M-V/def2-TZVPD).

SMILES: CC1(C)CC(=O)C(/C=N/CCN2CCN(C(=O)Cc3ccccc3)CC2)=C(O)C1
Strongest force on any atom: 0.6 eV/A
Energy above the lowest of the compared OMol25 structures with the same formula, charge and spin: 2.148 eV
Total energy: -1285.04311 a.u.
Kohn-Sham gap: 9.267 eV

Cartesian coordinates (Å):
C (-5.967, -1.357, 0.856)
C (-5.127, -1.759, -0.358)
C (-5.686, -3.053, -0.953)
C (-5.157, -0.649, -1.411)
C (-4.534, 0.651, -0.943)
O (-4.940, 1.727, -1.333)
C (-3.397, 0.519, -0.030)
C (-2.731, 1.728, 0.391)
N (-1.710, 1.701, 1.157)
C (-1.061, 2.928, 1.529)
C (-0.047, 3.410, 0.476)
N (1.216, 2.710, 0.569)
C (1.147, 1.351, 0.066)
C (2.464, 0.628, 0.358)
N (3.554, 1.340, -0.261)
C (4.322, 0.940, -1.298)
O (5.140, 1.680, -1.812)
C (4.148, -0.500, -1.772)
C (4.548, -1.495, -0.717)
C (5.723, -1.305, 0.001)
C (6.110, -2.215, 0.968)
C (5.330, -3.329, 1.227)
C (4.162, -3.530, 0.513)
C (3.773, -2.617, -0.453)
C (3.623, 2.711, 0.197)
C (2.301, 3.423, -0.084)
C (-2.990, -0.702, 0.444)
O (-1.977, -0.828, 1.274)
C (-3.667, -1.977, 0.057)
H (-5.589, -0.442, 1.305)
H (-7.000, -1.188, 0.559)
H (-5.951, -2.143, 1.607)
H (-6.722, -2.915, -1.252)
H (-5.646, -3.856, -0.221)
H (-5.115, -3.357, -1.828)
H (-6.180, -0.440, -1.732)
H (-4.595, -0.967, -2.295)
H (-3.164, 2.659, 0.015)
H (-0.531, 2.751, 2.467)
H (-1.799, 3.729, 1.670)
H (-0.504, 3.320, -0.526)
H (0.149, 4.468, 0.665)
H (0.329, 0.835, 0.570)
H (0.954, 1.335, -1.024)
H (2.415, -0.401, 0.012)
H (2.628, 0.622, 1.442)
H (4.803, -0.611, -2.640)
H (3.121, -0.670, -2.101)
H (6.333, -0.438, -0.206)
H (7.025, -2.056, 1.519)
H (5.633, -4.041, 1.981)
H (3.550, -4.399, 0.706)
H (2.861, -2.784, -1.009)
H (4.443, 3.203, -0.327)
H (3.816, 2.714, 1.275)
H (2.347, 4.438, 0.316)
H (2.149, 3.484, -1.177)
H (-1.626, 0.107, 1.459)
H (-3.591, -2.677, 0.891)
H (-3.111, -2.411, -0.781)